A structure of composition C33H57ClInN2O2Si in a non-equilibrium geometry. Source: the Open Molecules 2025 dataset; level of theory: the ωB97M-V functional and the def2-TZVPD basis.

CARTESIAN COORDINATES (ANGSTROEM)
O: -1.31971 1.12715 -2.58064
O: 2.36157 0.54513 -6.45690
C: -2.38620 0.61176 -3.37308
C: -3.60717 1.28614 -2.71957
H: -2.56730 -0.53158 -3.27804
H: -2.31109 0.79277 -4.47939
H: -3.60052 1.09051 -1.59494
H: -4.58110 0.99657 -3.19843
H: -3.38326 2.38266 -2.87803
C: -0.64112 2.19502 -3.21124
C: -0.72942 2.46608 -4.69077
H: 0.40222 2.03387 -2.92026
H: -0.96544 3.03076 -2.60115
H: -0.09351 1.83467 -5.32962
H: -0.41120 3.50062 -4.84723
H: -1.77087 2.40539 -5.03358
C: 3.11211 0.92728 -5.30537
C: 2.10526 -0.81364 -6.68449
C: 3.30882 2.44328 -5.29652
H: 4.05407 0.39239 -5.34589
H: 2.57368 0.59854 -4.44481
H: 3.67774 2.75663 -6.27834
H: 4.05546 2.71644 -4.53642
H: 2.38151 2.98579 -5.06102
C: 1.61296 -1.09100 -8.09377
H: 1.36051 -1.12240 -5.97267
H: 3.00917 -1.36383 -6.47215
H: 0.71225 -0.52092 -8.34251
H: 1.38415 -2.16193 -8.20776
H: 2.39317 -0.82883 -8.80507
H: -0.12995 -0.96221 -2.25854
N: -1.35545 -1.19941 1.26580
C: -0.85276 -2.04556 2.17160
C: 0.50874 -2.27167 2.35971
C: 1.56870 -1.43509 2.04334
C: -1.83393 -2.79251 3.04148
H: -2.58568 -3.32940 2.44019
H: -2.36333 -2.11379 3.73248
H: -1.29425 -3.52974 3.65187
C: 2.90157 -1.73977 2.66707
H: 3.11426 -1.09814 3.52945
H: 3.73796 -1.64340 1.96904
H: 2.90776 -2.76737 3.03787
N: 1.44778 -0.32144 1.31695
C: -2.77480 -0.96459 1.22921
C: -3.58773 -1.63781 0.28403
C: -3.04955 -2.73972 -0.58295
C: -4.89840 -1.20749 0.10884
H: -5.49832 -1.68865 -0.67265
C: -5.43407 -0.19158 0.89687
H: -6.45810 0.12477 0.74467
C: -4.64134 0.43157 1.86237
H: -5.03679 1.24091 2.48073
C: -3.31978 0.04922 2.05245
C: -2.45971 0.74741 3.05755
C: 2.41013 0.71452 1.47618
C: 3.39659 0.92285 0.49286
C: 3.48727 0.02368 -0.70290
C: 4.31904 1.94753 0.66821
H: 5.06721 2.10198 -0.11836
C: 4.27919 2.75812 1.80280
H: 5.01284 3.55535 1.91448
C: 3.30511 2.53963 2.78416
H: 3.26556 3.17964 3.67135
C: 2.36358 1.52703 2.63892
C: 1.32717 1.27670 3.69347
In: -0.26361 0.11739 -0.11257
H: -2.76651 -2.33930 -1.57343
H: -3.83476 -3.49538 -0.76778
H: -2.18106 -3.26029 -0.15391
H: -1.89357 0.05989 3.70227
H: -3.07883 1.37547 3.71293
H: -1.75652 1.42075 2.54745
H: 4.38325 0.30272 -1.27800
H: 2.62300 0.14636 -1.37557
H: 3.57977 -1.04403 -0.44525
H: 0.33089 1.16126 3.24788
H: 1.28072 2.12695 4.38639
H: 1.52896 0.37719 4.29947
H: 0.75640 -3.14261 2.96924
C: 0.13072 -1.75990 -2.88001
Si: 0.96302 -3.11650 -2.19618
H: -0.79998 -2.17350 -3.25444
H: 0.97040 -1.37298 -3.49553
C: 0.21272 -4.23881 -3.54741
C: 0.78454 -4.05914 -0.63471
C: 2.78716 -3.00431 -2.58402
H: 3.06035 -2.18493 -3.26204
H: 3.08927 -3.94338 -3.06612
H: 3.37695 -2.90980 -1.66651
H: -0.88565 -4.26403 -3.50383
H: 0.58633 -5.24726 -3.36906
H: 0.50421 -3.92949 -4.56086
H: -0.19788 -3.97845 -0.15856
H: 1.56430 -3.77926 0.08347
H: 0.94652 -5.11838 -0.90152
Cl: -0.86590 2.30663 0.13536

Output
Charge = +1
Molecular weight = 692.19 g mol⁻¹
HOMO = -11.3 eV
Spin multiplicity = 1
Energy above the lowest of the compared OMol25 structures with the same formula, charge and spin = 19.3 kcal/mol
HOMO-LUMO gap = 6.18 eV
DFT total energy = -2491.1856 hartree